[1]
The following is a quantum chemistry calculation of a 23-piece molecular cluster, C38H122O23 overall in a non-equilibrium geometry, from the Open Molecules 2025 dataset.

Each line ends with the Löwdin charge.
Element x y z (Å)
C 0.10 -4.40 0.00  -0.1366
O 1.29 -3.96 -0.68  -0.1565
H 0.21 -4.02 1.00  0.0416
H -0.81 -4.13 -0.51  0.0543
H 0.04 -5.50 0.10  0.0893
H 1.27 -4.25 -1.63  0.0555
C -5.46 -0.73 -2.69  -0.1624
O -6.33 -1.30 -1.75  -0.1157
H -4.45 -1.21 -2.65  0.0703
H -5.92 -0.97 -3.64  0.0835
H -5.46 0.35 -2.64  0.0643
H -6.19 -0.92 -0.90  0.0256
C 6.20 1.32 -0.76  -0.1867
O 5.26 0.62 -0.02  -0.1383
H 5.85 2.34 -0.99  0.0796
H 7.12 1.54 -0.18  0.0821
H 6.54 0.76 -1.64  0.0794
H 5.64 0.00 0.62  0.0894
C 0.07 3.54 -4.90  -0.1468
O 1.27 2.79 -4.92  -0.1422
H -0.71 2.73 -5.01  0.0932
H -0.07 4.02 -3.95  0.0623
H -0.01 4.31 -5.69  0.0825
H 1.83 3.09 -4.21  0.0436
C -0.08 0.19 -2.86  -0.1245
O -1.31 -0.52 -2.79  -0.1625
H 0.10 0.75 -1.92  0.0528
H 0.78 -0.52 -3.09  0.0988
H -0.17 0.88 -3.73  0.0759
H -1.14 -1.48 -2.84  0.0492
C -0.33 -4.19 3.82  -0.1450
O -1.43 -4.86 4.41  -0.1207
H -0.60 -3.25 3.32  0.0690
H 0.52 -3.94 4.50  0.0927
H 0.02 -4.86 3.05  0.0657
H -1.15 -5.73 4.72  0.0914
C -3.14 -1.62 0.16  -0.1079
O -2.47 -1.45 1.43  -0.1855
H -4.25 -1.64 0.23  0.0789
H -2.73 -0.81 -0.45  0.0596
H -2.79 -2.54 -0.35  0.0861
H -2.67 -2.26 2.00  0.0558
C 0.30 -0.98 0.20  -0.1396
O -0.44 0.18 0.60  -0.1479
H -0.12 -1.58 -0.68  0.0911
H 1.30 -0.64 -0.06  0.0697
H 0.38 -1.70 1.01  0.0663
H -1.18 -0.09 1.16  0.0411
C 5.17 -2.37 -1.46  -0.0852
C 3.73 -1.95 -1.42  -0.2436
O 3.24 -1.90 -2.80  -0.1198
H 5.35 -3.38 -1.83  0.0765
H 5.52 -2.29 -0.40  0.0913
H 5.71 -1.80 -2.18  0.0533
H 3.63 -0.98 -0.99  0.0881
H 3.20 -2.78 -0.94  0.0972
H 3.28 -0.99 -3.12  0.0570
C -3.24 -3.72 -3.88  -0.0749
C -1.75 -3.93 -3.99  -0.3126
O -1.12 -3.31 -2.91  -0.1115
H -3.75 -4.11 -3.00  0.0755
H -3.69 -4.18 -4.79  0.0919
H -3.52 -2.67 -3.93  0.0522
H -1.32 -3.64 -4.97  0.1220
H -1.49 -5.03 -3.89  0.1294
H -0.22 -3.63 -2.83  0.0334
C 3.32 -4.21 -5.07  -0.0628
C 2.01 -4.74 -4.49  -0.2542
O 1.55 -3.97 -3.37  -0.1605
H 3.12 -3.22 -5.50  0.0527
H 3.84 -4.79 -5.82  0.0830
H 4.03 -4.04 -4.28  0.0598
H 2.06 -5.74 -4.11  0.1063
H 1.23 -4.73 -5.29  0.1159
H 2.20 -3.20 -3.19  0.0809
C -6.05 1.34 1.12  -0.0619
C -4.89 1.32 2.13  -0.3115
O -5.47 1.29 3.43  -0.0861
H -6.68 2.23 1.14  0.0788
H -6.63 0.43 1.34  0.0788
H -5.67 1.18 0.11  0.0536
H -4.31 2.22 2.02  0.0757
H -4.20 0.48 1.99  0.0951
H -4.86 0.88 4.06  0.0412
C 5.12 -0.01 4.16  -0.0769
C 3.62 0.20 4.01  -0.2547
O 3.16 -0.36 2.74  -0.0999
H 5.37 -1.07 4.27  0.0719
H 5.49 0.54 5.07  0.0938
H 5.64 0.38 3.29  0.0639
H 3.41 1.26 4.10  0.0887
H 3.10 -0.25 4.82  0.0938
H 2.64 0.28 2.23  0.0794
C -4.70 5.45 2.24  -0.0886
C -3.78 5.41 1.04  -0.3450
O -4.53 4.92 -0.03  -0.0780
H -5.65 6.04 2.03  0.0945
H -4.23 5.84 3.16  0.0805
H -5.06 4.40 2.38  0.0689
H -2.95 4.74 1.30  0.0937
H -3.58 6.45 0.92  0.0980
H -4.02 4.99 -0.84  0.0764
C 2.49 3.38 0.01  -0.0583
C 1.74 3.25 -1.30  -0.2770
O 2.26 4.08 -2.34  -0.0803
H 3.39 2.81 0.10  0.0524
H 1.88 3.02 0.83  0.0621
H 2.77 4.46 0.18  0.0761
H 0.68 3.47 -1.12  0.0954
H 1.79 2.24 -1.70  0.1048
H 2.41 4.96 -1.99  0.0644
C 3.08 -5.35 1.91  -0.0605
C 3.15 -4.02 2.71  -0.3179
O 3.77 -3.02 1.93  -0.0893
H 4.11 -5.46 1.55  0.0813
H 2.46 -5.20 1.06  0.0297
H 2.81 -6.18 2.57  0.0714
H 3.80 -4.18 3.59  0.1146
H 2.14 -3.76 2.93  0.0636
H 3.41 -2.17 2.23  0.0439
C 0.70 6.56 -0.10  -0.0763
C 0.68 6.80 1.40  -0.2704
O 0.91 5.55 2.07  -0.1285
H 0.60 7.47 -0.68  0.0829
H 0.01 5.81 -0.47  0.0748
H 1.64 6.21 -0.39  0.0204
H -0.27 7.22 1.81  0.1252
H 1.49 7.49 1.66  0.1131
H 0.08 5.29 2.56  0.0740
C 0.04 2.13 3.27  -0.0765
C -1.19 2.90 2.85  -0.2685
O -1.25 4.20 3.50  -0.0921
H -0.06 1.78 4.30  0.0731
H 1.00 2.71 3.19  0.0737
H 0.15 1.24 2.65  0.0532
H -2.13 2.36 3.00  0.1018
H -1.05 3.15 1.83  0.0914
H -0.96 4.07 4.39  0.0831
C -2.40 2.28 -1.19  -0.0631
C -3.33 2.49 -2.38  -0.2900
O -3.27 1.39 -3.31  -0.1129
H -2.56 1.34 -0.69  0.0609
H -2.65 3.03 -0.45  0.0549
H -1.38 2.38 -1.55  0.0488
H -3.19 3.42 -2.94  0.1052
H -4.34 2.51 -1.94  0.0952
H -2.63 0.72 -2.98  0.0305
C 4.69 4.97 2.51  -0.0708
C 4.00 3.88 3.28  -0.2989
O 2.79 4.27 3.98  -0.0978
H 4.11 5.37 1.77  0.0185
H 5.59 4.59 2.02  0.0892
H 4.95 5.79 3.16  0.0793
H 4.68 3.58 4.05  0.0984
H 3.74 3.05 2.63  0.0874
H 2.34 4.94 3.44  0.0460
C -2.12 -0.67 4.41  -0.0757
C -3.29 -1.44 5.02  -0.2729
O -4.19 -0.41 5.43  -0.0801
H -2.50 0.12 3.77  0.0522
H -1.46 -1.32 3.86  0.0458
H -1.50 -0.14 5.18  0.0938
H -2.89 -2.15 5.73  0.1075
H -3.82 -2.00 4.25  0.1018
H -5.04 -0.71 5.73  0.0852
C 2.38 -0.88 -7.02  -0.0921
C 3.38 -0.34 -6.02  -0.3230
O 2.85 0.11 -4.79  -0.0723
H 1.62 -0.15 -7.41  0.0917
H 1.76 -1.69 -6.58  0.0769
H 3.00 -1.25 -7.83  0.0681
H 3.99 0.46 -6.53  0.1282
H 4.15 -1.07 -5.79  0.1021
H 2.30 0.86 -4.89  0.0277
C -3.81 -5.82 1.32  -0.0478
C -4.32 -4.46 1.83  -0.2668
O -3.31 -3.82 2.61  -0.1351
H -4.59 -6.24 0.75  0.0596
H -3.47 -6.38 2.20  0.0825
H -3.02 -5.70 0.61  0.0555
H -5.21 -4.54 2.48  0.1228
H -4.58 -3.82 1.00  0.0895
H -3.00 -4.46 3.29  0.0755

For the highest occupied orbital energy, the calculation gives -0.3430 Ha. Its largest force on an atom is 3.0 eV Å⁻¹. The electronic energy comes out at -3251.2224 hartree. As for the total charge: 0. Its energy relative to the best compared isomer or geometry (same formula, charge and spin) is 18.0 kcal/mol.

=====

[2]
The following is a quantum chemistry calculation of C38H22BrN9Ru as an isolated structure in a non-equilibrium geometry, from the Open Molecules 2025 dataset.

Each line ends with the Löwdin charge.
Element x y z (Å)
Ru -0.02 0.51 -0.08  1.4901
C 5.60 -2.73 0.80  -0.0120
C 5.65 -2.84 -0.62  -0.0088
C 4.69 -2.19 -1.39  0.0098
C 3.67 -1.54 -0.75  -0.0803
C 2.48 -0.77 -1.21  -0.1885
N 1.86 -0.25 -0.05  -0.0111
C 2.47 -0.66 1.03  -0.2724
N 2.16 -0.40 2.35  0.2306
C 1.12 0.29 2.72  -0.2328
C 0.89 0.67 4.10  -0.0933
C 1.60 0.39 5.26  0.0228
C 1.13 1.00 6.40  -0.0356
C 0.02 1.87 6.41  -0.0100
C -0.67 2.16 5.23  0.0090
C -0.26 1.49 4.11  -0.0837
C -0.75 1.52 2.68  -0.2119
N -1.76 2.28 2.35  0.2245
C -2.09 2.42 1.07  -0.1963
N -1.37 1.94 -0.01  -0.0474
C -1.95 2.48 -1.15  -0.2723
N -1.69 2.23 -2.44  0.2079
C -0.65 1.45 -2.88  -0.2012
N 0.24 0.74 -2.09  -0.0132
C 1.06 -0.02 -2.90  -0.2623
N 2.10 -0.66 -2.45  0.2263
C 0.73 0.13 -4.28  -0.0783
C 1.20 -0.46 -5.49  0.0351
C 0.55 0.01 -6.62  -0.0423
C -0.49 0.94 -6.61  -0.0336
C -1.03 1.48 -5.45  0.0320
C -0.36 1.07 -4.28  -0.0765
C -3.09 3.32 -0.79  -0.1220
C -3.93 4.08 -1.56  0.0085
C -4.89 4.82 -0.92  -0.0292
C -4.92 4.88 0.48  0.0025
C -4.02 4.12 1.29  0.0326
C -3.20 3.28 0.60  -0.1152
N 0.07 0.76 1.91  -0.0061
C 3.60 -1.47 0.65  -0.1228
C 4.53 -2.10 1.47  0.0316
H 6.37 -3.21 1.42  0.1226
H 6.41 -3.44 -1.10  0.1199
H 4.72 -2.28 -2.43  0.1088
H 2.44 -0.19 5.20  0.0994
H 1.60 0.68 7.34  0.1329
H -0.35 2.21 7.40  0.1361
H -1.61 2.70 5.20  0.1279
H 2.06 -1.11 -5.56  0.1273
H 0.90 -0.42 -7.56  0.1231
H -1.00 1.20 -7.52  0.1147
H -1.91 2.09 -5.42  0.1185
H -3.79 4.06 -2.66  0.1414
H -5.63 5.27 -1.54  0.1159
H -5.75 5.39 0.99  0.1251
H -4.12 4.05 2.39  0.1378
H 4.43 -2.16 2.52  0.1086
C 0.40 -5.13 0.90  -0.0180
C -0.62 -4.01 0.62  -0.2221
C -1.90 -4.30 0.21  0.0117
C -2.71 -3.27 -0.29  -0.0843
C -2.22 -1.98 -0.23  -0.7133
Br -3.29 -0.67 -1.08  0.8543
N -1.00 -1.63 0.24  -0.0408
C -0.28 -2.66 0.69  -0.0840
H 0.33 -5.54 1.92  0.0982
H 1.36 -4.73 0.71  0.0533
H 0.25 -6.03 0.20  0.1225
H -2.31 -5.32 0.20  0.1469
H -3.72 -3.41 -0.67  0.1112
H 0.72 -2.41 1.00  0.1002

For the highest occupied orbital energy (spin up / spin down), the calculation gives -0.4570 / -0.5286 Ha. Its largest force on an atom is 2.9 eV Å⁻¹. The electronic energy comes out at -4622.5392 hartree. The spin multiplicity is 5. As for the total charge: +2.